Formula: C29H42GaGeN3O3
Source: the Open Molecules 2025 dataset
Level of theory: ωB97M-V with the def2-TZVPD basis set

Values from the calculation:
Largest force on an atom = 0.047 Eh/bohr
Total energy = -150237.064 eV
Kohn-Sham gap (spin up / spin down) = 8.033 / 5.413 eV
Total charge = +3
Multiplicity = 2

XYZ file:
```
79
Properties=species:S:1:pos:R:3:lowdin_charge:R:1
Ga -0.6907 -0.3060 -0.1612 0.76
C 4.2868 1.3564 -0.2470 -0.03
C 3.1948 1.0282 -1.2790 -0.66
C 2.9661 2.2862 -2.1325 0.01
C 3.6114 -0.1696 -2.1203 0.00
O 1.9726 0.7533 -0.5803 -0.24
Ge 1.9303 0.1193 1.1222 1.21
O 0.8131 -1.4621 0.5906 -0.28
C 1.2888 -2.7147 1.1897 -0.63
C 0.9558 -2.7296 2.6811 0.00
C 2.8081 -2.7375 1.0351 -0.03
C 0.7086 -3.9317 0.4675 -0.01
O 0.1751 0.8098 1.3924 -0.28
C -0.0525 1.7914 2.4532 -0.61
C -1.1014 1.2612 3.4271 0.01
C 1.2716 1.9541 3.2021 -0.05
C -0.4413 3.1361 1.8499 0.01
H 5.2141 1.6538 -0.7296 0.11
H 3.9559 2.1671 0.4061 0.09
H 4.4797 0.4524 0.3504 0.08
H 3.8957 2.5737 -2.6194 0.11
H 2.2186 2.0834 -2.8946 0.07
H 2.6270 3.1088 -1.5026 0.10
H 4.6194 -0.0379 -2.5092 0.11
H 3.5966 -1.0698 -1.5016 0.07
H 2.9343 -0.3140 -2.9613 0.08
H 1.2978 -1.7956 3.1427 0.08
H -0.1062 -2.8413 2.8878 0.08
H 1.4766 -3.5549 3.1636 0.12
H 3.2812 -1.9915 1.6936 0.08
H 3.1995 -3.7095 1.3303 0.12
H 3.1070 -2.5473 0.0032 0.08
H -0.3688 -3.8536 0.3431 0.06
H 1.1752 -4.0585 -0.5072 0.08
H 0.9178 -4.8235 1.0557 0.12
H -0.7157 0.4024 3.9783 0.10
H -1.3641 2.0414 4.1399 0.11
H -2.0034 0.9615 2.9031 0.06
H 1.6265 0.9918 3.5920 0.08
H 2.0271 2.3992 2.5417 0.09
H 1.1477 2.6173 4.0561 0.13
H -1.4156 3.0873 1.3681 0.07
H -0.4859 3.8880 2.6356 0.11
H 0.3005 3.4491 1.1124 0.10
C 0.2937 -2.6412 -2.4222 0.00
C 0.0693 -1.3205 -3.0756 -0.26
C 0.3125 -1.1295 -4.4361 0.03
C 0.1372 0.1205 -4.9943 0.03
C -0.3395 1.1580 -4.1991 0.04
C -0.6240 0.9008 -2.8736 -0.17
N -0.3783 -0.3089 -2.3226 0.12
C -1.4318 1.8093 -2.0381 -0.15
C -1.9946 3.0159 -2.4247 0.06
C -2.9969 3.5543 -1.6248 0.04
C -3.4747 2.8468 -0.5270 0.05
C -2.8416 1.6595 -0.1903 -0.18
N -1.8062 1.2365 -0.9022 0.10
C -3.3037 0.6608 0.7902 -0.19
C -4.4112 0.8528 1.5887 0.04
C -4.8985 -0.2197 2.3288 0.03
C -4.2920 -1.4530 2.2038 0.05
C -3.1485 -1.5834 1.4162 -0.25
C -2.4500 -2.8898 1.2628 0.00
N -2.6513 -0.5267 0.7599 0.12
H 0.2373 -3.4572 -3.1382 0.12
H -0.4519 -2.7991 -1.6411 0.07
H 1.2855 -2.6542 -1.9656 0.09
H 0.6317 -1.9668 -5.0412 0.14
H 0.3336 0.2860 -6.0456 0.14
H -0.5123 2.1363 -4.6229 0.13
H -1.6961 3.5180 -3.3328 0.13
H -3.4572 4.4954 -1.8960 0.14
H -4.3324 3.2089 0.0202 0.14
H -4.8998 1.8150 1.6349 0.13
H -5.7572 -0.0897 2.9743 0.14
H -4.6917 -2.3190 2.7123 0.14
H -2.9576 -3.6847 1.8014 0.12
H -1.4362 -2.7969 1.6470 0.04
H -2.4009 -3.1589 0.2049 0.10
```

***

Formula: C29H43AsGeIrN9O7S2Si3
Source: the Open Molecules 2025 dataset
Level of theory: ωB97M-V with the def2-TZVPD basis set

Values from the calculation:
Largest force on an atom = 0.069 Eh/bohr
Total energy = -224011.348 eV
Kohn-Sham gap (spin up / spin down) = 6.253 / 6.349 eV
ΔE to the lowest compared entry with this formula, charge and spin = 381.1 kJ/mol
Total charge = -1
Multiplicity = 2

XYZ file:
```
96
Properties=species:S:1:pos:R:3:lowdin_charge:R:1
Ir 0.5641 1.7716 0.6480 1.12
N 3.0760 1.7638 3.1508 0.16
C 3.2934 0.9527 2.0741 -0.44
N 4.2399 0.0098 2.0451 0.08
N 4.1302 -0.5412 0.8495 -0.03
N 3.1787 0.0423 0.1996 -0.25
N 2.6186 1.0262 0.9418 -0.02
C 1.8506 2.3480 3.4026 -0.51
N 1.4432 2.6204 4.6251 0.02
N 0.2382 3.1929 4.4568 -0.07
N -0.0556 3.2476 3.2099 -0.08
N 0.9687 2.7295 2.4764 -0.10
H 3.6253 1.5643 3.9704 0.14
O -1.6247 2.8175 1.1057 -0.35
As -1.4668 3.7971 -0.4043 0.85
O -1.8122 5.3678 -0.1239 -0.49
O 0.0905 3.4053 -0.9183 -0.58
C -2.8836 2.8156 -1.3246 -0.26
C -4.0276 3.4660 -1.7662 -0.09
C -5.0949 2.7151 -2.2463 -0.10
C -5.0298 1.3251 -2.2380 -0.09
C -3.8822 0.6744 -1.7996 -0.11
C -2.8011 1.4172 -1.3596 -0.29
S -1.0398 0.6986 -1.1490 0.77
O -1.0804 0.7656 -2.8003 -0.40
O -1.4263 -0.6748 -0.7339 -0.47
O 0.8617 0.4112 -1.2797 -0.81
H -1.3917 3.3842 1.8702 0.01
H -4.0686 4.5484 -1.7249 0.10
H -5.9818 3.2136 -2.6183 0.09
H -5.8761 0.7452 -2.5912 0.10
H -3.8153 -0.4089 -1.8041 0.10
O 0.2012 -0.0622 2.2413 -0.57
S -0.3724 0.2155 3.6146 1.04
C -0.2865 -1.3800 4.4270 -0.36
C -0.7242 -2.5165 3.7582 -0.07
C -0.5784 -3.7509 4.3637 -0.07
C 0.0052 -3.8454 5.6261 -0.09
C 0.4445 -2.7057 6.2804 -0.08
C 0.2973 -1.4599 5.6784 -0.07
C -2.1551 0.2253 3.4208 -0.36
C -2.9476 0.4191 4.5462 -0.08
C -4.3222 0.4607 4.3957 -0.09
C -4.8882 0.3376 3.1290 -0.08
C -4.0813 0.1555 2.0167 -0.05
C -2.6993 0.0896 2.1599 -0.07
H -1.1548 -2.4243 2.7674 0.12
H -0.9158 -4.6456 3.8558 0.10
H 0.1271 -4.8162 6.0898 0.10
H 0.9075 -2.7898 7.2552 0.10
H 0.6383 -0.5565 6.1717 0.11
H -2.4900 0.5424 5.5218 0.11
H -4.9580 0.6049 5.2603 0.10
H -5.9636 0.3917 3.0123 0.10
H -4.5138 0.0770 1.0272 0.10
H -2.0604 -0.0688 1.3012 0.07
C -0.1373 -3.5838 -0.7237 -0.19
Si 1.5508 -2.8643 -0.4342 0.48
C 2.7985 -3.9941 -1.2821 -0.26
C 2.0211 -2.7826 1.3585 -0.21
Ge 2.2704 -0.6495 -1.5403 0.85
Si -0.9711 -0.1334 -4.1638 0.35
C -2.4450 -1.2574 -4.3765 -0.16
C 0.5300 -1.2484 -4.2622 -0.17
C -0.9050 1.1041 -5.5511 -0.15
Si 3.6254 1.1732 -2.7805 0.50
C 4.4773 2.2332 -1.5083 -0.21
C 4.8541 -0.1588 -3.3509 -0.29
C 3.3064 2.1850 -4.3121 -0.20
H -0.3571 -4.3396 0.0345 0.03
H -0.2060 -4.0355 -1.7152 0.03
H -0.8899 -2.7947 -0.6658 0.00
H 2.7774 -4.9948 -0.8358 0.03
H 3.8089 -3.5937 -1.1683 0.02
H 2.5937 -4.0948 -2.3511 0.02
H 1.7072 -3.6921 1.8784 0.04
H 1.5374 -1.9289 1.8412 0.00
H 3.0971 -2.6556 1.4659 0.01
H -3.3715 -0.6948 -4.5117 0.03
H -2.3137 -1.9075 -5.2471 0.03
H -2.5628 -1.8965 -3.4968 0.03
H 0.5247 -1.9772 -3.4439 0.01
H 1.4595 -0.6753 -4.1885 -0.01
H 0.5516 -1.8016 -5.2043 0.04
H 0.0081 1.7024 -5.4993 0.03
H -1.7511 1.7915 -5.4766 0.04
H -0.9459 0.6203 -6.5309 0.03
H 4.9217 1.6260 -0.7205 0.01
H 3.7701 2.9221 -1.0381 0.04
H 5.2667 2.8160 -1.9901 0.04
H 5.1640 -0.7698 -2.4987 0.01
H 5.7551 0.2667 -3.8113 0.02
H 4.3837 -0.8208 -4.0830 0.02
H 2.6644 3.0434 -4.1012 0.04
H 2.8315 1.6018 -5.1038 0.02
H 4.2695 2.5499 -4.6754 0.04
```

***

Formula: C29H43BN3O7S2
Source: the Open Molecules 2025 dataset
Level of theory: ωB97M-V with the def2-TZVPD basis set

Values from the calculation:
Largest force on an atom = 0.025 Eh/bohr
Total energy = -71914.863 eV
Kohn-Sham gap = 2.456 eV
Total charge = -1

XYZ file:
```
85
Properties=species:S:1:pos:R:3:lowdin_charge:R:1
C 1.4037 -0.0908 1.2235 -0.12
C 2.4898 -1.1235 0.8907 -0.25
C 2.2145 -2.1214 -0.2504 -0.22
C 1.3753 -1.5920 -1.4140 -0.23
C 1.2146 -2.6449 -2.5287 -0.20
C -0.0777 -2.4931 -3.3807 -0.20
C -1.0412 -3.6845 -3.2533 -0.21
C -1.9739 -3.6692 -2.0211 -0.26
C -3.4710 -3.4618 -2.3224 -0.21
C -4.1422 -3.1893 -0.9844 -0.27
C -5.6761 -3.0380 -1.0512 -0.26
C -6.1890 -1.7931 -0.3289 -0.48
S -6.0078 -0.2686 -1.3110 0.87
C -4.9135 0.6307 -0.2065 -1.07
S -5.4168 1.1695 1.2467 0.69
N -3.6244 0.7729 -0.7318 -0.18
C -3.5472 1.7207 -1.8562 -0.13
C -3.1441 3.1496 -1.4150 -0.18
O -3.0866 3.3186 -0.0183 -0.15
C -2.1761 2.3931 0.5319 -0.20
C -2.5584 0.9269 0.2481 -0.17
B -3.7156 -2.3133 -3.3215 -0.75
O -4.7260 -2.3302 -4.3216 0.07
O -2.9663 -1.1211 -3.3591 0.09
H 1.0244 0.4305 0.3404 0.06
H 1.8378 0.6656 1.8758 0.04
H 0.5651 -0.5262 1.7736 0.08
H 2.6590 -1.7060 1.8056 0.10
H 3.4269 -0.5889 0.7113 0.08
H 1.7152 -3.0142 0.1431 0.11
H 3.1778 -2.4355 -0.6494 0.08
H 0.3915 -1.2855 -1.0392 0.09
H 1.8594 -0.7026 -1.8383 0.12
H 2.0693 -2.4915 -3.1981 0.10
H 1.2646 -3.6536 -2.1088 0.10
H 0.2006 -2.3337 -4.4281 0.10
H -0.5567 -1.5651 -3.0552 0.08
H -0.3868 -4.5636 -3.1565 0.09
H -1.6255 -3.8396 -4.1652 0.10
H -1.8850 -4.6482 -1.5215 0.09
H -1.5872 -2.9269 -1.2667 0.10
H -3.9171 -4.0570 -0.3386 0.10
H -3.6921 -2.3052 -0.4530 0.09
H -6.1339 -3.8752 -0.5068 0.10
H -6.0283 -3.1078 -2.0836 0.10
H -7.2182 -1.8943 0.0233 0.07
H -5.5827 -1.6556 0.5688 0.05
H -2.8550 1.3266 -2.6038 0.11
H -4.5233 1.7254 -2.3422 0.10
H -2.1667 3.3963 -1.8604 0.12
H -3.8619 3.8662 -1.8146 0.12
H -2.1321 2.5505 1.6082 0.10
H -1.1651 2.5949 0.1404 0.12
H -1.6748 0.4090 -0.1488 0.11
H -2.8256 0.4011 1.1594 0.10
H -5.3095 -1.5757 -4.2232 0.05
H -2.4644 -1.1064 -2.5391 0.05
C -1.4084 6.5204 4.7377 -0.07
C -0.4336 6.2015 5.6759 -0.07
C 0.3610 5.0790 5.5018 -0.01
C 0.1590 4.2960 4.3795 -0.14
C -0.8049 4.5932 3.4357 0.01
C -1.5958 5.7167 3.6210 -0.05
N 1.0071 3.1071 4.1732 -0.34
O 1.8444 2.8614 5.0184 0.08
O 0.8212 2.4478 3.1729 0.08
H -2.0241 7.3997 4.8778 0.10
H -0.2905 6.8286 6.5459 0.10
H 1.1215 4.8153 6.2218 0.12
H -0.9350 3.9612 2.5723 0.09
H -2.3553 5.9600 2.8899 0.11
C 9.5558 0.0846 0.8108 -0.08
C 9.4732 -1.3012 0.7637 -0.07
C 8.3217 -1.9146 0.2948 0.00
C 7.2716 -1.1181 -0.1229 -0.14
C 7.3288 0.2626 -0.0808 0.00
C 8.4850 0.8641 0.3925 -0.07
N 6.0478 -1.7629 -0.6374 -0.34
O 6.0107 -2.9752 -0.6386 0.09
O 5.1563 -1.0391 -1.0215 0.08
H 10.4582 0.5590 1.1751 0.10
H 10.3071 -1.9075 1.0918 0.11
H 8.2385 -2.9907 0.2526 0.12
H 6.4862 0.8526 -0.4106 0.12
H 8.5486 1.9433 0.4331 0.11
```

***

Formula: C29H43I2N6O2S5Yb
Source: the Open Molecules 2025 dataset
Level of theory: ωB97M-V with the def2-TZVPD basis set

Values from the calculation:
Largest force on an atom = 0.027 Eh/bohr
Total energy = -145703.665 eV
Kohn-Sham gap (spin up / spin down) = 7.323 / 7.322 eV
ΔE to the lowest compared entry with this formula, charge and spin = 0.0 kJ/mol
Total charge = +2
Multiplicity = 2

XYZ file:
```
88
Properties=species:S:1:pos:R:3:lowdin_charge:R:1
Yb 1.1163 -1.1036 -1.8968 1.04
S 0.5766 -2.7826 0.4264 0.57
C -0.1534 -1.9954 1.7117 -0.64
N -0.5251 -2.6222 2.8094 -0.08
C -1.2153 -1.9028 3.8838 -0.08
C -0.5908 -0.5471 4.0361 -0.09
N -0.6611 0.1551 2.7503 -0.08
C -0.9114 1.6073 2.7700 -0.11
C 0.3058 2.4676 2.5240 -0.23
C 0.2414 3.5131 1.6112 -0.05
C 1.3033 4.3976 1.4836 -0.08
C 2.4478 4.2234 2.2498 -0.09
C 2.5319 3.1595 3.1377 -0.06
C 1.4594 2.2918 3.2796 -0.03
C -0.4534 -0.5005 1.6219 -0.66
S -0.5700 0.2392 0.1401 0.69
C -0.4643 -4.0877 2.9798 -0.10
C -1.8533 -4.6765 2.9697 -0.23
C -2.3393 -5.3511 4.0810 -0.03
C -3.6201 -5.8909 4.0688 -0.06
C -4.4215 -5.7467 2.9478 -0.07
C -3.9413 -5.0659 1.8340 -0.07
C -2.6617 -4.5358 1.8429 -0.04
H -1.1035 -2.4777 4.8007 0.14
H -2.2816 -1.8340 3.6559 0.15
H 0.4506 -0.6316 4.3584 0.14
H -1.1339 0.0336 4.7771 0.14
H -1.3116 1.8218 3.7600 0.14
H -1.6878 1.8302 2.0383 0.11
H -0.6568 3.6539 1.0205 0.11
H 1.2267 5.2337 0.7993 0.11
H 3.2662 4.9286 2.1748 0.11
H 3.4167 3.0268 3.7467 0.11
H 1.5197 1.4909 4.0083 0.11
H 0.0245 -4.2803 3.9351 0.14
H 0.1569 -4.4934 2.1880 0.08
H -1.7131 -5.4693 4.9584 0.12
H -3.9887 -6.4223 4.9360 0.11
H -5.4187 -6.1659 2.9379 0.11
H -4.5673 -4.9571 0.9578 0.11
H -2.2818 -4.0136 0.9702 0.10
I 3.3031 -3.6285 -1.5016 0.85
C 3.7935 -4.0212 -3.5424 -1.10
I 2.1697 -3.8841 -4.8920 0.81
H 4.1726 -5.0338 -3.5814 -0.03
H 4.5384 -3.2928 -3.8333 -0.03
N -0.8835 -4.1881 -2.5839 0.17
C -0.2488 -3.2383 -2.4331 -0.21
H -1.3937 -5.0399 -2.7147 0.12
C 3.6203 3.6083 -1.2642 -0.05
N 3.1122 2.3625 -0.6997 -0.02
C 3.7579 1.3353 -0.1682 -0.78
S 2.9274 -0.1559 0.1305 0.52
N 5.0322 1.3905 0.2116 -0.02
C 5.9393 2.5318 0.3099 -0.04
H 2.8783 3.9611 -1.9767 0.09
H 4.5518 3.4520 -1.8019 0.09
H 3.7605 4.3753 -0.5050 0.08
H 2.1364 2.1722 -0.8675 0.07
H 5.3892 0.4990 0.5160 0.11
H 5.4278 3.4047 0.7062 0.08
H 6.4001 2.7745 -0.6458 0.09
H 6.7253 2.2618 1.0096 0.10
C -4.1281 1.7205 -1.0123 -0.10
C -4.1878 1.3761 -2.4959 -0.27
C -3.2308 0.2534 -2.8949 -0.32
S -1.5210 0.8152 -2.9186 0.91
O -0.7193 -0.5053 -3.0198 -0.72
C -1.4067 1.5503 -4.5675 -0.31
C -1.6214 3.0621 -4.5722 -0.27
C -0.6702 3.8462 -3.6739 -0.11
H -4.7894 2.5552 -0.7843 0.08
H -3.1162 1.9965 -0.7063 0.04
H -4.4408 0.8684 -0.4059 0.08
H -3.9911 2.2676 -3.0954 0.09
H -5.1938 1.0546 -2.7689 0.12
H -3.4566 -0.1637 -3.8766 0.10
H -3.2236 -0.5562 -2.1624 0.10
H -2.1226 1.0398 -5.2116 0.10
H -0.3967 1.2854 -4.8824 0.08
H -2.6575 3.2883 -4.3153 0.09
H -1.4977 3.3808 -5.6090 0.12
H -0.8910 3.6918 -2.6155 0.06
H -0.7554 4.9119 -3.8800 0.08
H 0.3657 3.5444 -3.8416 0.06
O 2.8177 -0.9908 -3.3713 -0.80
S 2.6204 0.4845 -3.6794 0.79
N 1.5876 1.0567 -2.7974 -0.48
```

***

Formula: C29H44BN8RhS
Source: the Open Molecules 2025 dataset
Level of theory: ωB97M-V with the def2-TZVPD basis set

Values from the calculation:
Largest force on an atom = 0.015 Eh/bohr
Total energy = -57217.245 eV
Kohn-Sham gap = 7.190 eV
ΔE to the lowest compared entry with this formula, charge and spin = 0.0 kJ/mol
Total charge = +2

XYZ file:
```
84
Properties=species:S:1:pos:R:3:lowdin_charge:R:1
Rh -0.6843 -0.3959 -1.6835 1.01
C -2.2000 -0.8348 5.2616 -0.05
C -1.0649 -0.0245 4.6371 -0.56
C -1.2576 1.4577 4.9926 -0.03
C 0.2781 -0.5227 5.1965 -0.02
C -1.0267 -0.1763 3.1255 -0.12
C -1.8535 -1.0539 2.4240 0.05
C -1.7627 -1.1354 1.0487 -0.08
N -0.8961 -0.4062 0.3490 -0.07
C -0.0708 0.4346 0.9963 -0.19
C -0.1227 0.5726 2.3673 0.08
C 0.8279 1.1886 0.1065 -0.16
C 1.7990 2.0638 0.5333 0.08
C 2.5831 2.7769 -0.3801 -0.11
C 2.3172 2.5601 -1.7277 0.05
C 1.3439 1.6594 -2.1152 -0.04
N 0.6297 0.9779 -1.2171 -0.04
C 3.6384 3.7492 0.1167 -0.55
C 4.4370 4.3592 -1.0343 -0.05
C 4.6010 3.0047 1.0547 -0.03
C 2.9251 4.8730 0.8872 -0.02
H -2.2095 -0.6652 6.3374 0.10
H -2.0717 -1.9077 5.1059 0.09
H -3.1760 -0.5350 4.8750 0.10
H -1.3087 1.5633 6.0759 0.10
H -2.1855 1.8492 4.5726 0.10
H -0.4315 2.0795 4.6456 0.08
H 0.2707 -0.4409 6.2834 0.10
H 1.1177 0.0675 4.8253 0.08
H 0.4508 -1.5691 4.9383 0.09
H -2.5837 -1.6644 2.9335 0.12
H -2.4118 -1.7882 0.4787 0.10
H 0.5373 1.2730 2.8576 0.12
H 1.9480 2.2034 1.5938 0.12
H 2.8620 3.0802 -2.5009 0.12
H 1.1226 1.4776 -3.1539 0.12
H 4.9546 3.5972 -1.6202 0.10
H 5.1941 5.0280 -0.6271 0.10
H 3.8073 4.9516 -1.7006 0.09
H 5.0944 2.1775 0.5420 0.10
H 4.0972 2.6125 1.9395 0.08
H 5.3713 3.6944 1.3988 0.10
H 2.2183 5.4048 0.2485 0.10
H 3.6641 5.5904 1.2438 0.10
H 2.3861 4.4935 1.7571 0.08
B -2.5438 0.8179 -4.4688 -0.36
N -1.1309 0.1464 -4.6235 -0.05
C -0.5528 0.0131 -5.8173 -0.05
C 0.6836 -0.5980 -5.6636 -0.02
C 0.7906 -0.8211 -4.3057 -0.17
N -0.3204 -0.3802 -3.6830 -0.15
N -2.8437 1.2604 -2.9872 -0.06
C -3.8509 2.0823 -2.7026 -0.05
C -3.9175 2.2750 -1.3273 -0.02
C -2.8883 1.5089 -0.8264 -0.12
N -2.2505 0.8807 -1.8387 -0.09
H -2.5161 1.8221 -5.1225 0.08
H -3.3949 0.0462 -4.8302 0.07
H -1.0555 0.3716 -6.7001 0.14
H 1.3950 -0.8455 -6.4308 0.11
H 1.5883 -1.2843 -3.7516 0.07
H -4.4631 2.4769 -3.4967 0.14
H -4.6154 2.8849 -0.7825 0.11
H -2.5735 1.3795 0.1945 0.10
C 1.7322 -3.9425 0.9368 -0.06
N 0.5482 -4.2842 0.1502 -0.19
C 0.2805 -5.7275 0.0851 -0.01
C -0.0130 -3.4134 -0.6920 -0.66
S 0.9500 -2.1006 -1.2729 0.82
N -1.2878 -3.5783 -1.0890 -0.20
C -1.8077 -2.9190 -2.2720 -0.06
C -2.2959 -4.2817 -0.2915 -0.03
H 1.7198 -4.5559 1.8363 0.10
H 1.7097 -2.8934 1.2143 0.07
H 2.6490 -4.1477 0.3825 0.10
H 1.2304 -6.2358 -0.0807 0.11
H -0.3754 -5.9598 -0.7444 0.09
H -0.1536 -6.0942 1.0148 0.11
H -1.0175 -2.7463 -2.9934 0.07
H -2.3075 -1.9615 -2.0187 0.08
H -2.5687 -3.5557 -2.7209 0.12
H -1.9306 -4.4430 0.7173 0.10
H -2.5699 -5.2388 -0.7346 0.11
H -3.1916 -3.6586 -0.2524 0.10
```